19
Properties=species:S:1:pos:R:3 method="wB97M-V/def2-TZVPD" spin_multiplicity=1 fmax_ev_per_a=5.13 relative_energy_ev=2.1575 lumo_energy_ev=0.84 smiles=C#C[C@H](Cl)[Si](C)(C)C homo_ha=-0.35821
C 2.5858 2.1771 -0.1450
C 1.9707 1.1394 -0.0045
C 1.3355 -0.1235 0.5297
Cl 2.3446 -1.4616 -0.1275
Si -0.5041 -0.3916 0.0310
C -1.0815 -2.0495 0.8135
C -0.3543 -0.0799 -1.8277
C -1.4913 1.0843 0.7210
H 3.1649 3.0568 -0.2086
H 1.6707 -0.2472 1.6492
H -0.2853 -2.6442 0.9986
H -1.5758 -1.8189 1.6875
H -1.7990 -2.5551 0.0704
H 0.3095 0.6983 -2.0482
H 0.0463 -0.8581 -2.3874
H -1.1918 0.1009 -2.3921
H -0.9243 1.9138 0.6268
H -2.5012 1.0122 0.1756
H -1.7195 1.0468 1.8376

***

20
Properties=species:S:1:pos:R:3 method="wB97M-V/def2-TZVPD" spin_multiplicity=3 s_squared=2.007 fmax_ev_per_a=8.99 relative_energy_ev=1.6510 lumo_energy_ev="0.21 / -4.37" homo_ha="-0.17570 / -0.36622"
C 2.1815 -1.2396 -1.2200
C 1.0464 1.4858 2.8166
C -2.2199 -0.8758 -2.3118
C 1.8449 -0.3468 -0.3652
C 1.0966 0.3394 2.1593
C -2.4043 -0.3096 -1.1394
Si 0.2342 -0.2573 0.6648
Si -1.1509 1.0280 -0.5708
Cl -2.5121 2.1538 0.7948
H 3.1921 -1.4098 -1.6494
H 1.6619 -2.2664 -1.2003
H 1.3157 1.6824 3.8840
H 0.3211 2.1303 2.5022
H -2.7216 -1.7557 -2.7191
H -1.2997 -0.6368 -2.9900
H 2.3650 0.6289 -0.3432
H 1.8388 -0.4227 2.6334
H -3.2106 -0.6566 -0.4314
H -0.5358 -1.3759 1.1485
H -1.0433 2.1042 -1.6630

***

34
Properties=species:S:1:pos:R:3 method="wB97M-V/def2-TZVPD" spin_multiplicity=1 fmax_ev_per_a=1.76 relative_energy_ev=0.9020 lumo_energy_ev=-1.02 homo_ha=-0.40329
Rb 2.2124 -0.1589 -2.1994
C 0.9998 2.0238 0.7242
C 0.5044 1.3419 2.0142
N -0.8797 1.6635 2.3354
C -1.3585 2.9063 2.6407
C -2.6900 2.7726 2.8864
N -2.9797 1.4448 2.7039
C -1.8795 0.7792 2.3601
C -4.3419 0.8957 2.7295
H 0.8047 1.3021 -0.0546
H 2.0562 2.2709 0.7895
H 0.4586 2.9490 0.5300
H 1.1188 1.6431 2.8638
H 0.6237 0.2644 1.9108
H -0.6792 3.7398 2.6153
H -3.5197 3.4284 3.0801
H -1.8106 -0.2774 2.1592
H -4.9484 1.4183 1.9884
H -4.7796 1.0954 3.7027
H -4.2906 -0.1413 2.4161
P 2.8628 -1.6187 -5.5891
F 1.4435 -1.9323 -4.7923
F 2.9210 -3.1108 -6.1371
F 2.0007 -1.1112 -6.8438
F 4.2385 -1.2692 -6.3601
F 2.8673 -0.1345 -4.9489
F 3.6771 -2.1010 -4.2352
P 0.7566 -2.8920 0.1025
F -0.7949 -2.4446 -0.0087
F 0.6004 -2.9076 1.7103
F 0.3766 -4.4538 -0.0111
F 2.3079 -3.2871 0.2324
F 0.8949 -2.7920 -1.5162
F 1.2265 -1.3068 0.2009

***

24
Properties=species:S:1:pos:R:3 method="wB97M-V/def2-TZVPD" spin_multiplicity=1 fmax_ev_per_a=3.95 relative_energy_ev=0.5598 lumo_energy_ev=0.54 smiles="O=S(=O)(N1CCCCC1)C(F)(F)S" homo_ha=-0.34215
O -1.6976 1.6741 1.6668
S -1.6650 1.0587 0.3631
O -1.9772 1.7554 -0.8362
N -0.2285 0.2024 0.2728
C 0.6193 -0.1340 1.3506
C 2.0446 0.3680 1.0871
C 2.5580 -0.1188 -0.1992
C 1.6672 -0.0280 -1.4028
C 0.2364 -0.3440 -0.9845
C -3.1067 -0.6116 0.2997
F -3.4443 -0.9710 1.5210
F -2.2868 -1.6181 -0.0960
S -4.4893 -0.2594 -0.7626
H 0.8328 -1.1871 1.2595
H 0.1683 0.3137 2.3692
H 2.6511 -0.0961 1.9256
H 2.1476 1.4311 1.1391
H 3.5276 0.2939 -0.4983
H 2.9119 -1.2069 0.0433
H 1.4689 1.0492 -1.9230
H 2.0816 -0.6046 -2.2761
H -0.4259 -0.0118 -1.7438
H 0.2634 -1.4455 -1.0639
H -3.8574 0.4903 -1.5114

***

23
Properties=species:S:1:pos:R:3 method="wB97M-V/def2-TZVPD" charge=+1 spin_multiplicity=1 fmax_ev_per_a=6.69 relative_energy_ev=0.1421 lumo_energy_ev=-6.34 homo_ha=-0.48453
O -2.7685 -1.9306 -3.6045
C -3.0741 -2.2426 -2.4214
F -4.0410 -3.2563 -2.2347
N -2.4227 -1.4737 -1.3473
C -1.5544 -2.3325 -0.4944
O -0.8139 -3.1949 -1.0164
S -1.6865 -2.0193 1.3555
H -1.8458 -0.7387 -1.7974
H -0.5599 -1.3602 1.8514
H -1.9805 -3.1820 2.0589
C 1.5187 1.9204 -0.4429
C 2.3988 2.3593 0.7055
C 1.5998 1.9029 1.9095
O 0.8675 0.7340 1.5032
C 0.9515 0.6146 0.0757
H 2.0529 1.8068 -1.3876
H 0.7120 2.6459 -0.5905
H 3.3533 1.8245 0.6661
H 2.6076 3.4299 0.7145
H 0.8742 2.6625 2.2169
H 2.2332 1.6603 2.7653
H 1.6179 -0.2252 -0.1506
H -0.0401 0.3948 -0.3349

***

19
Properties=species:S:1:pos:R:3 method="wB97M-V/def2-TZVPD" spin_multiplicity=1 fmax_ev_per_a=5.54 relative_energy_ev=3.9708 lumo_energy_ev="-0.30 / -0.30" homo_ha="-0.31630 / -0.31645"
C -2.4513 -0.1717 -1.0930
C -1.8435 -0.1922 0.1188
C 2.8222 -1.2692 -0.0983
C -0.7757 2.1057 0.0723
C 1.3333 -1.1087 0.3019
C -0.8707 0.7343 0.7015
O 0.9021 0.1254 -0.1697
F -0.4680 0.5268 1.9440
H -3.3135 -0.7510 -1.3726
H -2.0932 0.3603 -1.9299
H -2.2216 -0.7984 1.0207
H 3.5000 -0.8859 0.6562
H 2.8492 -2.3551 -0.2155
H 3.0713 -0.7834 -0.9448
H -1.7388 2.5548 0.0785
H -0.2152 2.8952 0.6067
H -0.4570 1.9785 -0.8746
H 1.2902 -1.1885 1.4103
H 0.6803 -1.7770 -0.2124

***

22
Properties=species:S:1:pos:R:3 method="wB97M-V/def2-TZVPD" charge=-1 spin_multiplicity=1 fmax_ev_per_a=7.26 relative_energy_ev=0.2299 lumo_energy_ev=3.80 smiles="CC[C@]1(F)C(=O)OP1(C)(C)[O-]" homo_ha=-0.17776
C 0.6225 2.0729 -1.1307
C 1.4764 0.8273 -0.9098
C 0.4627 -0.3777 -0.7632
F 1.2543 -1.5299 -0.6124
C -0.6632 -0.4287 -1.8308
O -0.3975 -0.2539 -3.0175
O -1.7698 -0.5645 -1.2245
P -0.8312 -0.2278 0.6635
C 0.5075 -0.2731 2.0774
C -1.7068 -1.8387 1.0001
O -1.5160 1.0605 0.8710
H -0.1180 2.0903 -0.4904
H 0.2930 2.2513 -2.0818
H 1.3850 2.9139 -1.0146
H 2.1165 0.4176 -1.7739
H 2.1613 0.8347 0.0741
H 1.2128 0.4380 1.8040
H 0.1131 0.0973 3.0105
H 1.1332 -1.2277 2.0326
H -2.7768 -1.7916 0.6601
H -0.9851 -2.6159 0.5235
H -1.9740 -1.8741 2.1327

***

19
Properties=species:S:1:pos:R:3 method="wB97M-V/def2-TZVPD" spin_multiplicity=1 fmax_ev_per_a=3.49 relative_energy_ev=0.5920 lumo_energy_ev=0.81 smiles="CS/C(C)=C(/C)CF" homo_ha=-0.29767
C -2.6407 -1.0940 0.4425
S -1.2588 -1.2033 -0.7337
C -0.3014 0.2015 -0.3111
C -0.9399 1.5779 -0.3599
C 1.0270 -0.0721 -0.0874
C 2.0873 0.9858 -0.0208
C 1.5747 -1.4637 0.0140
F 2.8688 -1.5997 -0.3320
H -3.4702 -0.5307 -0.0350
H -2.3021 -0.5976 1.3143
H -2.9809 -2.1326 0.7453
H -0.3719 2.3447 0.1974
H -1.9772 1.6735 0.0640
H -1.0458 1.9845 -1.3959
H 1.8049 1.9992 0.1016
H 2.8688 0.7918 0.7295
H 2.6786 1.0751 -0.9275
H 0.8610 -2.1792 -0.5066
H 1.5179 -1.7610 1.1014

***

Repeat the fifth record exactly.
23
Properties=species:S:1:pos:R:3 method="wB97M-V/def2-TZVPD" charge=+1 spin_multiplicity=1 fmax_ev_per_a=6.69 relative_energy_ev=0.1421 lumo_energy_ev=-6.34 homo_ha=-0.48453
O -2.7685 -1.9306 -3.6045
C -3.0741 -2.2426 -2.4214
F -4.0410 -3.2563 -2.2347
N -2.4227 -1.4737 -1.3473
C -1.5544 -2.3325 -0.4944
O -0.8139 -3.1949 -1.0164
S -1.6865 -2.0193 1.3555
H -1.8458 -0.7387 -1.7974
H -0.5599 -1.3602 1.8514
H -1.9805 -3.1820 2.0589
C 1.5187 1.9204 -0.4429
C 2.3988 2.3593 0.7055
C 1.5998 1.9029 1.9095
O 0.8675 0.7340 1.5032
C 0.9515 0.6146 0.0757
H 2.0529 1.8068 -1.3876
H 0.7120 2.6459 -0.5905
H 3.3533 1.8245 0.6661
H 2.6076 3.4299 0.7145
H 0.8742 2.6625 2.2169
H 2.2332 1.6603 2.7653
H 1.6179 -0.2252 -0.1506
H -0.0401 0.3948 -0.3349